(1)
Below is C4H3NO in the gas phase, with properties calculated with wB97M-V/def2-TZVPD.

```
9
Properties=species:S:1:pos:R:3:forces:R:3:mulliken_spin:R:1
C 0.231 -0.349 -0.256 -0.6215 0.6717 1.6697 0.4353
C 0.202 0.034 1.135 -0.3228 -0.0976 2.3572 -0.0095
C -0.647 0.755 -2.435 -0.3094 0.7955 -0.9830 0.3874
C -0.345 0.240 -1.322 0.2083 -0.1083 0.2016 0.3931
N 0.761 -0.811 1.952 0.0966 -0.1241 -0.0607 0.3086
O -0.966 1.287 -3.437 -0.0083 -0.2232 0.1323 0.4283
H 0.437 -1.387 -0.241 0.5816 -1.0397 -0.7597 0.0657
H -0.368 0.878 1.628 0.6108 -0.3786 -1.4086 -0.0007
H 0.695 -0.647 2.976 -0.2354 0.5044 -1.1489 -0.0083
```
Positions in Å, forces in eV/Å.

Output
Net charge: 0
HOMO level (spin up / spin down) in eV: -7.74 / -9.94
LUMO (spin up / spin down) in eV: 0.72 / -2.64
Spin multiplicity: 3
Energy relative to the best compared isomer or geometry (same formula, charge and spin) in kJ/mol: 0.00
HOMO-LUMO gap (spin up / spin down) in eV: 8.5 / 7.3

=====

(2)
Below is 2 unconnected molecules or ions with the total composition C4H8NO2S, with properties calculated with wB97M-V/def2-TZVPD.

```
16
Properties=species:S:1:pos:R:3:forces:R:3:mulliken_spin:R:1
O 0.576 -0.178 2.425 0.1633 0.1720 0.2760 -0.8242
C -0.099 -1.119 1.767 -0.7657 -0.4269 -1.0584 0.0110
C -0.171 -0.941 0.237 0.1145 -0.2318 0.6531 -0.0267
C -0.167 -2.041 -0.526 0.2870 0.4988 -0.0825 0.0372
S -0.093 3.674 0.668 -0.0034 0.0614 0.1495 1.0273
N -0.244 0.404 -0.099 0.8965 -0.4317 -0.7510 0.0659
C 0.185 0.876 -1.444 -0.3157 0.1508 0.9309 -0.0252
O 0.410 0.026 -2.409 0.0012 -0.3283 -0.2554 0.7272
H 0.166 -2.161 1.996 0.1769 0.1028 0.2517 -0.0247
H -1.159 -1.024 2.087 -0.0142 0.1118 0.3512 -0.1233
H -0.012 -1.955 -1.585 -0.3892 -0.2528 -0.1571 -0.0054
H -0.188 -3.015 -0.055 0.0871 0.0550 0.0018 0.0005
H -0.022 3.465 -0.651 -0.0197 0.1094 -0.0769 -0.0239
H 0.256 0.929 0.616 -0.2818 0.1533 0.0614 -0.0196
H -0.564 1.626 -1.765 0.0689 0.1084 -0.1290 0.0878
H 1.128 1.436 -1.263 -0.0058 0.1478 -0.1652 0.1161
```
Positions in Å, forces in eV/Å.

Output
Net charge: 0
HOMO level (spin up / spin down) in eV: -8.67 / -8.65
LUMO (spin up / spin down) in eV: -1.87 / -2.81
Spin multiplicity: 2
Energy relative to the best compared isomer or geometry (same formula, charge and spin) in kJ/mol: 514.66
HOMO-LUMO gap (spin up / spin down) in eV: 6.8 / 5.8

=====

(3)
Below is a gas-phase ion, C4H12N3 (charge +1), with properties calculated with wB97M-V/def2-TZVPD.

```
19
Properties=species:S:1:pos:R:3:forces:R:3:lowdin_charge:R:1
C 0.505 1.280 -1.463 -0.6709 1.4509 -0.1379 -0.2143
C 0.395 -0.204 -1.197 0.0688 -1.1435 -0.1627 -0.1476
C 0.318 -0.528 0.245 -0.5187 0.2490 1.0839 -0.2223
C 0.945 -1.348 1.090 -0.5354 -0.9930 0.2001 -0.0863
N 0.197 -1.754 2.259 0.2668 0.3024 0.3490 0.0187
N -0.875 0.178 0.887 0.2842 -1.7431 -1.0655 0.1993
N -0.859 1.898 -1.310 0.9837 -1.9310 0.8459 -0.0110
H 1.055 1.843 -0.702 0.7073 -0.5767 -0.3135 0.1265
H 0.888 1.493 -2.466 0.2315 -0.1018 0.3006 0.1226
H -0.551 -0.553 -1.664 0.1611 0.1789 0.2891 0.1392
H 1.097 -0.913 -1.652 0.4456 0.7782 -0.0367 0.1368
H 1.855 -1.927 0.957 0.0570 0.4929 -0.8190 0.1309
H 0.764 -1.927 3.079 0.4223 0.4832 0.0805 0.0922
H -0.150 -2.691 2.091 -0.4541 -0.0474 -0.3591 0.0990
H -0.665 0.218 1.884 -0.1307 0.7867 0.1127 0.1439
H -1.135 0.990 0.230 0.1340 0.0230 0.6015 0.1267
H -1.604 -0.539 0.858 -0.4409 0.3914 -0.0802 0.1602
H -1.398 1.630 -2.117 -0.5396 0.9734 -0.0629 0.0938
H -0.781 2.853 -1.009 -0.4719 0.4263 -0.8259 0.0917
```
Positions in Å, forces in eV/Å.

Output
Net charge: +1
HOMO level in eV: -13.70
LUMO in eV: -2.82
SMILES: N/C=C(\[NH3+])CCN
Energy relative to the best compared isomer or geometry (same formula, charge and spin) in kJ/mol: 197.14
HOMO-LUMO gap in eV: 10.9

=====

(4)
Below is a molecular structure, C10H11BNO2P, with properties calculated with wB97M-V/def2-TZVPD.

```
26
Properties=species:S:1:pos:R:3:forces:R:3:lowdin_charge:R:1
B -4.526 -1.743 -0.219 2.8440 1.5822 0.9717 0.1995
C 0.969 1.802 -0.164 0.5517 0.6417 0.1218 -0.0075
C -0.398 1.835 -0.174 0.4621 2.2465 -0.0437 -0.0614
C -1.425 -1.548 0.104 -0.1666 -1.2334 -0.9304 -0.0602
C 0.947 -0.585 0.279 -0.5810 -0.0816 -0.9161 0.0461
C -2.618 -0.941 0.005 -4.7968 -0.0981 -1.0006 -0.1740
C -0.449 -0.496 0.168 0.5601 -0.9366 0.4293 -0.1729
C 1.650 0.592 0.130 0.5115 0.4479 -0.3488 -0.1251
C -1.125 0.731 0.055 -0.7469 -1.7351 0.0830 -0.2725
C 3.129 0.516 0.000 -0.6771 0.0371 -0.5241 -0.4738
C 5.087 -0.661 0.164 -1.3184 2.9383 -3.6892 -0.0388
N -2.506 0.515 -0.036 0.7039 -2.6174 0.4128 -0.3443
O 3.770 1.390 -0.504 0.5455 1.0771 -0.0695 0.1080
O 3.685 -0.657 0.345 -0.6238 -0.2343 0.6858 -0.0321
P -3.759 1.651 0.259 -1.4188 -1.1958 0.3192 0.8676
H -4.919 -2.135 0.869 0.1559 0.0888 -0.9470 -0.0116
H -5.161 -1.705 -1.263 0.7116 -0.0460 0.7220 -0.0106
H 1.367 2.811 -0.425 0.6911 -1.4148 0.4429 0.1346
H -0.842 2.791 -0.386 -0.3991 0.1802 -0.0552 0.1026
H -1.253 -2.637 -0.164 -0.1470 1.5672 0.9523 0.1344
H 1.492 -1.546 0.214 -0.5843 0.6592 0.5014 0.1390
H 5.556 -0.089 0.891 0.9377 1.1857 1.2716 0.0787
H 5.263 -0.217 -0.889 0.2082 -0.5647 1.7986 0.1341
H 5.422 -1.602 0.150 0.9849 -3.7064 0.2556 0.0480
H -4.598 0.862 1.183 1.0773 0.6897 0.2881 -0.0899
H -4.757 1.063 -0.589 0.5142 0.5227 -0.7314 -0.1180
```
Positions in Å, forces in eV/Å.

Output
Net charge: 0
HOMO level in eV: -8.29
LUMO in eV: -0.77
Energy relative to the best compared isomer or geometry (same formula, charge and spin) in kJ/mol: 0.00
HOMO-LUMO gap in eV: 7.5

=====

(5)
Below is a molecular structure, C10H20N2SiZr, with properties calculated with wB97M-V/def2-TZVPD.

```
34
Properties=species:S:1:pos:R:3:forces:R:3:lowdin_charge:R:1
Zr 0.303 -0.016 -0.146 -0.1576 -0.6947 4.1434 1.7756
C 0.264 -0.065 -3.632 0.5757 -0.0652 0.2107 -0.0102
H 1.337 0.071 -3.746 0.2133 0.0947 0.5979 0.0399
H 0.060 -1.061 -3.993 -0.3426 -0.5277 0.5576 0.0409
H -0.148 0.578 -4.394 -0.6643 0.6693 0.4052 0.0484
H -0.140 0.145 -2.565 0.1980 -0.1375 -1.4457 -0.0453
H -1.444 0.003 -0.128 -0.2322 0.0639 -0.2075 -0.0412
C 0.112 -3.647 -0.362 -0.0850 -0.8325 -0.5267 -0.0154
C 0.227 -3.129 1.026 0.0456 -0.3606 -0.8910 -0.3166
C 0.330 -3.900 2.162 0.0547 0.2759 0.8946 0.0401
C 0.405 -3.265 3.442 -0.2050 0.6960 -1.8597 0.0704
C 0.334 -1.856 3.493 0.1631 -0.2733 0.9312 0.0294
C 0.285 -1.167 2.302 -0.0666 1.3450 -1.7319 -0.3977
N 0.243 -1.789 1.085 0.1828 -0.0020 0.4095 -0.0816
N 0.279 0.209 1.977 0.1386 0.0020 -1.2290 -0.1991
Si 0.156 1.531 3.269 -0.1250 0.8060 0.3797 0.4336
C -1.337 1.316 4.358 -0.2782 -0.4138 -0.1555 -0.1564
C 1.713 1.525 4.275 0.3110 -0.2611 -0.1155 -0.1606
C 0.008 3.081 2.257 0.0003 -0.0235 -0.3633 -0.1846
H -0.836 -3.343 -0.852 0.3123 -0.1611 0.4241 0.1066
H 0.938 -3.299 -1.014 -0.1772 -0.1982 0.3913 0.0958
H 0.143 -4.743 -0.325 -0.0143 0.2902 -0.3849 0.1042
H 0.359 -4.987 2.054 -0.0357 0.4168 0.1760 0.1417
H 0.516 -3.871 4.324 -0.0600 0.0250 0.2767 0.1338
H 0.348 -1.281 4.434 0.0432 -0.5799 -0.5606 0.1222
H -1.286 0.394 4.958 -0.0962 0.2881 -0.1006 0.0345
H -1.425 2.164 5.063 0.1818 -0.3056 -0.3519 0.0651
H -2.262 1.283 3.762 0.1912 0.0044 0.2247 0.0484
H 2.592 1.608 3.620 -0.1072 0.0038 0.2576 0.0445
H 1.725 2.380 4.973 -0.0869 -0.3322 -0.2925 0.0645
H 1.813 0.603 4.867 0.0661 0.2875 -0.0728 0.0361
H 0.884 3.204 1.599 -0.1292 0.1494 0.1515 0.0311
H -0.899 3.064 1.632 0.1495 0.1238 0.1865 0.0376
H -0.047 3.971 2.910 0.0357 -0.3729 -0.3291 0.0642
```
Positions in Å, forces in eV/Å.

Output
Net charge: +2
HOMO level (spin up / spin down) in eV: -16.05 / -16.05
LUMO (spin up / spin down) in eV: -9.30 / -9.30
HOMO-LUMO gap (spin up / spin down) in eV: 6.7 / 6.7

=====

(6)
Below is CH4INP2 in the gas phase, with properties calculated with wB97M-V/def2-TZVPD.

```
9
Properties=species:S:1:pos:R:3:forces:R:3:lowdin_charge:R:1
C 0.589 1.679 -0.900 -0.2256 -1.7107 -2.6498 -0.3576
N -0.474 -0.471 0.338 1.4725 1.4344 -0.2810 -0.7738
P -1.245 -1.522 1.324 -0.6061 -1.2508 -0.9666 0.2717
P 0.931 0.223 0.177 -0.1631 -0.9429 -0.3488 0.8107
I 0.197 -3.396 2.130 0.3638 0.1361 0.2066 0.1162
H -0.356 1.515 -1.456 -0.0342 0.4843 1.1625 0.0369
H 1.230 2.056 -1.740 0.3421 -0.6500 1.3033 0.0496
H 0.636 2.294 -0.054 -0.6607 2.1440 0.8113 -0.0284
H -1.508 -2.376 0.181 -0.4886 0.3556 0.7625 -0.1253
```
Positions in Å, forces in eV/Å.

Output
Net charge: 0
HOMO level in eV: -8.82
LUMO in eV: -0.74
SMILES: C/P=N/PI
Energy relative to the best compared isomer or geometry (same formula, charge and spin) in kJ/mol: 48.63
HOMO-LUMO gap in eV: 8.1

=====

F_max, respectively: 0.0463; 0.0267; 0.0452; 0.0953; 0.0818; 0.0615 hartree/bohr.